(1)
C40H40CoN5O5PS as an isolated structure. Source: the Open Molecules 2025 dataset; level of theory: the ωB97M-V functional and the def2-TZVPD basis.

Values from the calculation:
Orbital gap (alpha / beta) in eV: 7.2 / 6.2
E_LUMO (alpha / beta) in eV: -2.626 / -3.600
Highest occupied orbital energy (alpha / beta) in Ha: -0.3603 / -0.3606
Multiplicity: 5
Net charge: +1

```
93
Properties=species:S:1:pos:R:3:forces:R:3:mulliken_spin:R:1
Co 0.2242 0.6411 -0.3908 -0.136 0.316 0.027 2.573
C -2.9487 1.7891 -1.7500 1.050 -0.329 -1.887 0.001
O -2.2156 1.3879 -0.6176 -0.354 -0.115 1.057 0.026
C -2.9162 0.5136 0.1862 -1.142 -0.392 -1.284 -0.013
C -4.2802 0.2160 0.0104 -0.559 0.402 1.229 0.003
C -4.9369 -0.5910 0.9879 -0.514 0.478 -0.921 0.002
C -4.2689 -1.1732 2.0297 1.826 -0.121 -0.132 0.001
C -2.8702 -1.0215 2.0427 0.857 -0.478 0.616 0.005
C -2.2072 -0.1958 1.1172 0.702 -0.445 2.551 0.018
N -0.7877 0.0456 1.2570 -0.530 0.266 -0.546 0.095
N -0.3299 0.0598 2.4307 2.100 -0.686 -0.044 -0.016
C 1.0747 0.0931 2.6015 -1.046 0.256 1.687 0.013
C 2.1182 0.0077 1.6325 0.273 0.305 0.928 -0.019
O 1.9753 0.0955 0.3841 -0.587 -0.265 -1.164 0.141
C 3.4934 -0.1061 2.1123 -0.574 0.489 1.243 0.007
C 3.8185 0.0361 3.4144 0.447 0.139 0.449 0.001
C 2.8243 0.3471 4.4563 0.216 -1.877 -3.107 0.004
C 3.2229 0.6663 5.7096 -0.590 1.070 1.386 -0.002
C 2.2802 1.1336 6.6195 1.218 0.196 0.188 0.004
C 0.9568 1.1107 6.2937 -0.466 0.106 -0.915 -0.002
C 0.5652 0.7213 5.0072 -1.838 -0.314 1.164 0.005
C 1.4588 0.2852 4.0467 0.415 0.945 -0.764 -0.012
H -3.1110 0.8802 -2.3294 -0.207 -0.060 -0.364 -0.001
H -2.2525 2.4133 -2.3536 -0.792 -0.064 0.522 0.000
H -3.9351 2.2152 -1.5826 0.368 0.575 0.380 0.001
H -4.8775 0.7959 -0.7037 0.232 -0.696 0.305 0.000
H -6.0081 -0.8270 0.9963 0.323 0.613 -0.659 0.000
H -4.8060 -1.7644 2.7607 0.223 -0.024 -0.020 0.000
H -2.1896 -1.5518 2.7709 -1.071 0.683 -0.715 0.000
H 4.3136 -0.0905 1.4327 0.130 -0.413 -0.859 -0.001
H 4.9139 -0.0036 3.6553 -1.202 0.146 0.080 0.000
H 4.2615 0.6929 5.9394 0.673 -0.008 0.176 0.000
H 2.5936 1.6482 7.5122 0.151 -0.376 0.426 0.000
H 0.2424 1.4899 7.0129 -0.199 -0.091 -0.171 0.000
H -0.5231 0.7359 4.8550 0.594 -0.019 -0.461 0.001
N -0.4838 -1.0589 -1.2483 0.110 0.189 -0.184 0.961
C -1.0991 -2.0505 -1.6857 0.403 -0.138 -0.105 -0.055
C -0.8081 -3.4111 -1.1752 -0.293 -1.627 0.324 0.078
C -0.2933 -3.7049 0.1122 -0.261 1.508 -0.523 0.031
C 0.0156 -4.9841 0.4697 -0.376 -1.242 -2.266 0.007
C -0.0523 -6.0335 -0.4857 -0.356 0.065 0.583 -0.014
C -0.5657 -5.7773 -1.7696 0.689 0.628 1.328 0.012
C -1.0124 -4.4973 -2.0515 0.244 1.424 -0.697 -0.018
C -2.0305 -1.7973 -2.8217 -1.952 -0.002 -0.988 0.080
C -1.6406 -1.1662 -4.0053 2.318 -0.582 1.211 -0.030
C -2.5013 -0.8226 -5.0287 -0.741 -0.324 0.678 -0.004
C -3.8564 -1.0899 -4.8857 0.425 -1.174 1.732 0.005
C -4.2860 -1.8511 -3.7372 0.231 1.987 -2.380 0.004
C -3.4033 -2.1506 -2.7544 0.319 -1.350 2.099 -0.005
H -0.1064 -2.9169 0.8422 -0.224 0.063 -0.245 -0.007
H 0.3439 -5.2012 1.4353 0.544 -0.261 1.399 0.001
H 0.2484 -7.0378 -0.1227 -0.152 0.698 -0.698 -0.001
H -0.4925 -6.4487 -2.5902 -0.300 -0.892 -0.190 0.000
H -1.4009 -4.2449 -3.0550 0.208 -0.391 0.596 0.000
H -0.5372 -1.0450 -4.0990 -0.897 0.344 -0.178 -0.009
H -2.0554 -0.3688 -5.8786 -0.076 0.433 -0.739 0.000
H -4.5830 -0.7792 -5.5929 -0.412 0.150 -0.682 0.000
H -5.3312 -2.0884 -3.6600 -0.181 -0.212 0.143 0.000
H -3.8429 -2.7425 -1.9075 0.883 0.706 -0.559 0.001
N 3.1306 2.8374 -1.2881 -0.037 -0.477 -0.544 0.007
C 2.5720 1.8438 -1.9926 0.502 0.589 1.062 -0.005
S 0.8543 1.8813 -2.3781 1.167 -0.168 -0.026 0.053
N 3.4129 0.8619 -2.2676 -1.376 -1.364 -1.494 0.005
C 3.0072 -0.3167 -3.0205 0.440 0.222 0.061 -0.002
C 2.9057 -1.5115 -2.3024 -0.279 0.333 1.190 0.010
C 2.5706 -2.6931 -2.9331 0.466 2.444 -3.340 -0.009
C 2.4398 -2.6226 -4.3568 0.455 0.270 0.518 0.002
C 2.6149 -1.4226 -5.0901 -0.412 -0.378 0.800 0.000
C 2.8611 -0.2230 -4.4106 -0.169 -0.831 0.646 0.000
H 2.5303 3.6067 -1.1007 0.030 0.704 0.515 0.002
H 4.1012 2.7788 -0.9610 -0.920 0.316 -0.135 0.000
H 4.3884 0.8988 -2.0423 0.215 0.315 0.271 0.000
H 3.0189 -1.4868 -1.1921 0.021 0.122 -1.063 0.002
H 2.5672 -3.6048 -2.4517 -0.314 -1.738 1.051 -0.001
H 2.2853 -3.5462 -4.9022 -0.120 0.062 -0.034 0.000
H 2.5386 -1.4148 -6.1776 -0.036 -0.136 0.315 0.000
H 2.9026 0.7401 -4.9208 0.181 -0.308 0.160 0.000
C -0.9190 4.5761 -0.2747 0.199 -0.440 0.126 0.003
O 0.2344 4.5332 0.5454 0.838 -1.612 0.802 -0.001
P 0.5408 3.0169 1.1536 1.375 0.130 -1.688 0.073
O -0.3819 2.9683 2.4201 -0.696 -0.674 0.850 -0.006
C -0.8565 4.1129 3.1130 -1.169 0.090 1.158 0.002
O 2.1198 3.2577 1.6078 -1.862 -0.240 -0.042 -0.006
C 2.3918 3.5683 2.9583 1.484 -0.405 1.425 0.002
H -0.9403 3.8100 -1.0373 -0.090 -0.711 0.213 -0.003
H -0.7435 5.4369 -0.8131 -0.300 2.195 -1.199 0.000
H -1.8243 4.6483 0.3039 -0.434 -0.141 0.149 0.000
H -0.1112 4.8603 2.9314 -0.266 1.076 0.194 0.000
H -0.9383 3.9123 4.2163 0.334 -0.109 -1.083 0.000
H -1.9067 4.3734 2.7841 1.338 -0.093 0.044 0.000
H 1.6270 3.2742 3.6969 -0.028 0.059 -0.606 -0.001
H 2.6083 4.6297 3.0612 -0.034 0.107 0.030 0.000
H 3.2991 2.9871 3.2698 -0.644 0.571 -0.390 0.000
```
Positions in Å, forces in eV/Å.

(2)
C40H40IrN5OP2S as an isolated structure. Source: the Open Molecules 2025 dataset; level of theory: the ωB97M-V functional and the def2-TZVPD basis.

Values from the calculation:
Orbital gap in eV: 6.6
E_LUMO in eV: -6.049
Highest occupied orbital energy in Ha: -0.4641
Multiplicity: 1
Net charge: +2

```
90
Properties=species:S:1:pos:R:3:forces:R:3:lowdin_charge:R:1
Ir -0.6590 1.1709 0.3663 0.022 -0.111 -0.105 1.159
C 3.7530 -5.0902 -0.4007 0.021 -0.007 0.028 -0.404
S 3.0847 -4.6635 -2.0215 -0.014 -0.009 -0.013 0.821
C 1.3067 -4.9147 -1.7429 0.020 0.014 0.003 -0.475
C 0.5425 -3.6142 -1.5163 -0.042 0.050 0.011 -0.260
C 1.0395 -2.8587 -0.2947 -0.131 -0.017 -0.109 -0.243
N 0.4254 -1.5313 -0.1320 0.207 0.090 0.249 -0.392
P -0.9630 -1.0227 0.6749 0.022 -0.274 0.047 0.795
C -1.3922 -2.2279 1.9202 -0.093 -0.062 -0.046 -0.343
C -2.2142 -3.2999 1.5643 -0.027 0.004 0.000 -0.068
C -2.5055 -4.2851 2.4945 0.013 0.011 0.035 -0.044
C -1.9850 -4.2019 3.7795 -0.011 -0.002 -0.027 -0.040
C -1.1704 -3.1358 4.1398 0.005 0.006 -0.005 -0.054
C -0.8732 -2.1512 3.2117 0.051 0.016 0.048 -0.091
C -2.2986 -0.9103 -0.5430 0.012 0.025 -0.045 -0.367
C -3.5477 -0.4057 -0.1473 -0.083 -0.036 -0.014 -0.091
C -4.5620 -0.2498 -1.0764 0.038 -0.001 0.083 -0.044
C -4.3407 -0.5881 -2.4050 0.039 -0.022 -0.061 -0.032
C -3.1068 -1.0844 -2.8100 -0.043 0.026 -0.024 -0.040
C -2.0870 -1.2422 -1.8889 0.030 0.103 0.036 -0.077
P 1.0749 -0.0281 -0.5946 -0.049 0.017 -0.026 0.882
C 1.3766 0.0217 -2.3503 -0.046 -0.026 -0.040 -0.348
C 0.5036 0.7373 -3.1701 -0.055 0.045 0.011 -0.091
C 0.6743 0.7023 -4.5452 0.069 -0.016 -0.042 -0.052
C 1.7069 -0.0460 -5.0959 -0.027 0.027 -0.002 -0.044
C 2.5833 -0.7518 -4.2791 0.014 0.001 0.037 -0.047
C 2.4283 -0.7137 -2.9035 -0.024 -0.055 -0.050 -0.083
C 2.6786 0.1245 0.1975 0.085 0.104 -0.107 -0.347
C 3.5671 1.0725 -0.3140 0.060 -0.044 0.020 -0.079
C 4.8031 1.2553 0.2857 -0.004 0.001 0.022 -0.050
C 5.1560 0.4956 1.3942 0.009 0.019 -0.020 -0.052
C 4.2710 -0.4416 1.9100 -0.030 -0.023 0.005 -0.061
C 3.0300 -0.6259 1.3163 -0.019 0.031 0.081 -0.096
H 4.8372 -5.0448 -0.4879 -0.003 0.004 -0.002 0.037
H 3.4737 -6.1059 -0.1264 -0.002 0.001 -0.006 0.043
H 3.4370 -4.3961 0.3790 0.004 -0.012 -0.008 0.021
H 1.1791 -5.6051 -0.9068 0.028 0.006 0.004 0.086
H 0.9183 -5.4157 -2.6283 -0.012 0.001 -0.002 0.077
H -0.5274 -3.8244 -1.4092 0.010 -0.050 -0.018 0.111
H 0.6637 -2.9781 -2.3988 -0.003 -0.001 0.018 0.099
H 2.1161 -2.7056 -0.3858 0.021 0.008 0.022 0.077
H 0.8657 -3.4398 0.6161 -0.019 0.035 0.019 0.127
H -2.6337 -3.3594 0.5670 0.008 0.003 0.006 0.113
H -3.1434 -5.1139 2.2189 0.003 0.002 0.002 0.120
H -2.2190 -4.9688 4.5058 0.002 0.003 -0.003 0.121
H -0.7716 -3.0722 5.1432 -0.002 -0.003 -0.005 0.117
H -0.2346 -1.3258 3.5029 0.000 0.002 -0.037 0.081
H -3.7338 -0.1549 0.8898 0.005 -0.021 -0.031 0.091
H -5.5254 0.1310 -0.7654 0.005 -0.002 0.002 0.119
H -5.1351 -0.4657 -3.1296 0.008 -0.004 0.002 0.121
H -2.9407 -1.3477 -3.8461 -0.001 0.003 0.007 0.121
H -1.1267 -1.6216 -2.2076 0.012 0.001 -0.008 0.082
H -0.2839 1.3389 -2.7304 0.019 -0.040 -0.022 0.082
H 0.0110 1.2672 -5.1866 -0.003 -0.012 0.002 0.115
H 1.8375 -0.0717 -6.1699 0.001 -0.004 0.003 0.118
H 3.3892 -1.3276 -4.7140 -0.004 0.000 0.003 0.119
H 3.1140 -1.2645 -2.2695 -0.001 -0.008 -0.011 0.104
H 3.3027 1.6533 -1.1909 0.002 -0.021 0.018 0.119
H 5.4962 1.9805 -0.1197 -0.004 -0.006 0.008 0.118
H 6.1289 0.6265 1.8496 -0.007 0.000 0.001 0.117
H 4.5525 -1.0412 2.7660 0.006 0.005 -0.004 0.113
H 2.3441 -1.3601 1.7246 -0.015 -0.023 -0.035 0.100
O -0.5746 2.7617 -0.9058 -0.100 0.007 0.242 -0.298
C -1.1875 3.9354 -0.8026 0.010 0.092 -0.068 -0.347
C -0.8150 4.9047 -1.7528 -0.011 -0.023 0.011 -0.006
C -1.3721 6.1592 -1.7592 -0.026 0.027 0.010 -0.051
C -2.3310 6.5092 -0.8042 0.017 -0.027 -0.012 -0.066
C -2.7060 5.5777 0.1303 -0.007 0.030 0.001 -0.030
C -2.1584 4.2806 0.1585 -0.007 0.013 0.006 -0.087
C -2.6181 3.3526 1.1797 -0.011 -0.054 0.020 -0.232
N -2.1965 2.1086 1.4101 0.058 0.163 -0.101 -0.083
C -2.8802 1.6225 2.5107 0.038 -0.006 0.030 -0.136
C -3.7408 2.5709 2.9400 -0.025 -0.009 0.005 -0.040
N -3.5668 3.6430 2.0984 0.012 0.015 -0.032 0.136
H -0.0731 4.6199 -2.4877 0.006 -0.012 0.013 0.122
H -1.0628 6.8781 -2.5067 -0.009 0.003 0.009 0.118
H -2.7703 7.4963 -0.7985 0.001 -0.008 0.001 0.114
H -3.4454 5.8723 0.8642 -0.003 0.005 -0.004 0.106
H -2.7013 0.6340 2.8993 -0.002 0.017 0.009 0.102
H -4.4517 2.5805 3.7467 0.012 0.000 -0.003 0.130
H -4.0733 4.5095 2.1510 -0.010 0.006 0.012 0.157
N 1.7581 2.4216 3.4634 -0.009 -0.001 -0.030 0.111
C 1.9746 3.4558 2.5850 0.012 -0.018 0.019 -0.026
C 1.2536 3.1662 1.4749 0.025 -0.041 -0.040 -0.072
N 0.6096 1.9597 1.6872 -0.056 0.060 -0.066 -0.144
C 0.9313 1.5379 2.8941 0.008 -0.007 0.028 -0.140
H 2.1556 2.3321 4.3845 0.010 0.008 0.009 0.176
H 2.6110 4.2906 2.8182 -0.008 -0.009 0.006 0.135
H 1.1490 3.7066 0.5510 -0.003 -0.002 0.016 0.119
H 0.5900 0.6305 3.3567 -0.002 0.020 0.001 0.119
```
Positions in Å, forces in eV/Å.